Record 1
Density functional theory data (the ωB97M-V functional and the def2-TZVPD basis) for a cluster of 2 separate species, C16H17NO in total at a distorted geometry.

- SMILES string: Cc1c[nH]c2ccccc12.Cc1ccc(O)cc1
- Frontier orbital gap: 8.803 eV
- ΔE to the lowest compared entry with this formula, charge and spin: 27.61 kcal per mole
- Molar mass: 239.318 u

Positions of all 35 atoms, in Å:
C1 3.133 0.345 -3.522
C2 1.748 1.501 -1.751
C3 3.029 0.907 -2.169
C4 1.906 1.723 -0.367
C5 3.839 0.911 -1.092
C6 0.615 2.016 -2.389
C7 -0.340 2.679 -1.640
C8 -0.172 2.835 -0.225
C9 0.902 2.347 0.419
N1 3.217 1.505 0.001
H1 0.378 1.848 -3.423
H2 -1.179 3.086 -2.199
H3 -0.916 3.451 0.271
H4 2.496 -0.574 -3.569
H5 4.121 0.066 -3.904
H6 4.820 0.476 -0.979
H7 3.573 1.316 0.922
H8 1.046 2.354 1.478
H9 2.769 0.997 -4.332
C10 -1.721 -0.874 4.153
C11 -2.523 -2.761 2.649
C12 -2.005 -1.478 2.847
C13 -2.630 -3.335 1.375
C14 -2.341 -2.523 0.320
C15 -1.813 -0.692 1.696
C16 -1.943 -1.209 0.413
O1 -2.697 -3.079 -0.949
H10 -2.799 -3.385 3.497
H11 -2.754 -4.409 1.265
H12 -0.722 -1.137 4.551
H13 -2.464 -1.072 4.897
H14 -1.629 0.390 1.753
H15 -1.995 -3.661 -1.244
H16 -2.088 -0.586 -0.465
H17 -1.632 0.200 4.111

---

Record 2
Density functional theory data (the ωB97M-V functional and the def2-TZVPD basis) for a structure of composition C7H9O2P at a distorted geometry.

- Frontier orbital gap (alpha / beta): 8.083 / 6.964 eV
- ΔE to the lowest compared entry with this formula, charge and spin: 169.57 kcal per mole
- Molar mass: 156.121 u

Positions of all 19 atoms, in Å:
C1 2.516 -2.540 0.196
C2 1.583 -1.794 0.320
C3 0.216 0.841 -1.879
C4 0.508 -0.895 0.412
C5 0.289 0.354 1.223
C6 1.435 1.335 1.051
C7 -2.923 0.357 -1.013
O1 -0.668 -1.236 -0.335
O2 -0.827 0.968 0.591
P1 -1.072 0.280 -0.874
H1 3.022 -3.436 0.324
H2 0.598 0.029 -2.597
H3 0.071 -0.139 2.269
H4 1.221 1.699 0.119
H5 2.465 0.898 1.145
H6 1.352 1.911 1.883
H7 -3.214 -0.582 -1.407
H8 -3.427 0.543 -0.015
H9 -3.146 1.406 -1.414